Density functional theory data (the ωB97M-V functional and the def2-TZVPD basis) for a 2-piece molecular cluster, C3H7N2O2 overall in a non-equilibrium geometry.

The highest occupied orbital energy comes out at -4.6127 eV. The calculation puts the total energy at -378.56953 Ha. As for the net charge: -1. The calculation puts the energy above the lowest of the compared OMol25 structures with the same formula, charge and spin at 22.5 kJ/mol.

Positions of all 14 atoms, in Å:
O (1.172, -0.733, 0.341)
C (0.241, -1.379, 0.974)
O (-0.951, -1.553, 0.609)
C (0.678, -1.988, 2.275)
H (1.242, -2.919, 2.016)
H (1.359, -1.287, 2.835)
H (-0.187, -2.267, 2.890)
N (-0.259, 0.736, -1.263)
C (-0.260, 2.100, -1.170)
N (-0.730, 2.922, -2.046)
H (-0.649, 0.430, -2.147)
H (0.084, 0.009, -0.622)
H (0.143, 2.438, -0.167)
H (-0.790, 3.882, -1.719)